Entry from OMol25: a molecular structure, C15H32AlBrClCsGaKNO14PS2 (the ωB97M-V functional and the def2-TZVPD basis).

HOMO level (eV): -6.873
Total charge: 0

Last column: Löwdin charge in e.
CARTESIAN COORDINATES (ANGSTROEM)
N 3.051 1.151 2.942  -0.100
C 2.553 2.512 2.579  -0.396
Ga 0.979 2.279 1.326  0.387
P -0.976 2.187 2.668  0.416
O -0.926 3.151 3.799  -0.399
O -0.992 0.601 3.387  -0.408
O -2.270 2.330 1.695  -0.173
H 2.905 0.568 2.129  0.002
H 4.039 1.166 3.164  0.055
H 2.269 3.040 3.497  0.017
H 3.307 3.130 2.084  0.045
H 1.134 0.814 0.639  -0.128
H 0.849 3.338 0.184  -0.037
H -1.083 -0.017 2.648  -0.030
H -2.098 1.793 0.909  0.053
Al 0.097 1.423 5.087  0.886
C -1.314 5.668 -1.748  -0.042
C -0.586 4.309 -1.959  -0.750
O -1.290 3.285 -1.748  -0.078
O 0.602 4.397 -2.302  -0.005
H -2.339 5.499 -1.440  0.022
H -0.805 6.234 -0.965  0.061
H -1.311 6.251 -2.670  0.071
O -2.262 5.501 0.891  -1.220
H -2.220 4.559 1.089  -0.061
K -0.467 -0.720 0.705  0.818
O 0.957 -4.005 -3.127  -0.281
S 2.176 -4.233 -2.420  0.513
O 2.533 -3.434 -1.294  -0.261
O 3.376 -4.284 -3.450  -0.271
C 3.542 -3.170 -4.357  -0.239
C 4.151 -1.959 -3.679  -0.068
C 2.245 -5.907 -1.850  -0.165
H 2.587 -2.928 -4.825  0.118
H 4.206 -3.529 -5.141  0.125
H 3.470 -1.532 -2.943  0.071
H 4.376 -1.190 -4.417  0.086
H 5.068 -2.232 -3.157  0.086
H 1.975 -6.706 -2.751  -0.234
H 1.496 -6.027 -1.048  0.000
H 3.247 -6.115 -1.477  0.094
Br 1.558 -7.199 -4.284  0.410
O 2.458 -6.179 3.818  -0.312
S 1.256 -5.637 4.362  0.485
O 0.631 -4.461 3.815  -0.397
O 1.515 -5.344 5.915  -0.269
C 2.653 -4.537 6.263  -0.256
C 2.422 -3.060 6.001  -0.079
C 0.055 -6.903 4.582  -0.137
H 3.539 -4.898 5.738  0.115
H 2.817 -4.701 7.327  0.121
H 2.336 -2.858 4.934  0.066
H 3.253 -2.473 6.393  0.081
H 1.497 -2.729 6.475  0.080
H 0.530 -7.753 5.064  0.076
H -0.305 -7.174 3.593  0.032
H -0.759 -6.511 5.187  0.075
Cs -3.373 6.946 1.019  1.320
C -5.769 6.694 -5.482  0.020
C -6.826 5.935 -5.756  0.017
C -6.890 4.517 -5.320  -0.390
O -7.855 3.826 -5.572  0.099
C -5.731 3.980 -4.568  0.019
C -4.672 4.738 -4.293  0.034
C -4.608 6.156 -4.728  -0.380
O -3.645 6.846 -4.478  0.114
H -5.702 7.730 -5.791  0.121
H -7.683 6.308 -6.303  0.120
H -5.798 2.944 -4.259  0.121
H -3.816 4.361 -3.744  0.124
Cl 0.663 -5.762 1.436  -0.010


Entry from OMol25: 3 unconnected molecules or ions with the total composition C6H14NO16PS3 (the ωB97M-V functional and the def2-TZVPD basis).

SMILES string: N[C@@H]1OS(=O)(=O)O[C@]1(O)P(=O)(O)O.O=S1(=O)OCCO1.O=S1(=O)OCCO1
HOMO level (eV): -10.187
Total charge: 0

Last column: Löwdin charge in e.
CARTESIAN COORDINATES (ANGSTROEM)
N -1.161 0.254 -3.475  0.121
C -1.242 -1.181 -3.363  -0.346
O -2.587 -1.553 -3.011  -0.116
S -2.766 -1.317 -1.422  0.658
O -3.378 -0.055 -1.182  -0.222
O -3.303 -2.491 -0.833  -0.199
O -1.184 -1.203 -1.057  -0.138
C -0.460 -1.740 -2.178  -0.514
O -0.544 -3.132 -2.154  0.041
P 1.350 -1.292 -2.271  0.487
O 1.716 -0.984 -3.655  -0.217
O 2.121 -2.533 -1.651  -0.088
O 1.589 -0.135 -1.221  -0.089
H -0.359 0.668 -3.025  0.045
H -2.012 0.709 -3.186  0.085
H -0.912 -1.626 -4.297  0.163
H -0.578 -3.419 -1.237  0.125
H 2.084 -3.270 -2.271  0.097
H 2.114 0.556 -1.647  0.106
C -1.067 1.779 1.088  -0.146
C -2.146 2.573 0.383  -0.138
O -1.422 3.649 -0.248  -0.175
S 0.018 3.141 -0.697  0.590
O -0.018 2.750 -2.063  -0.229
O 0.993 4.051 -0.226  -0.204
O 0.044 1.803 0.173  -0.212
H -0.755 2.246 2.023  0.118
H -1.361 0.749 1.273  0.133
H -2.884 2.982 1.065  0.141
H -2.641 1.984 -0.390  0.104
C 1.689 -1.014 2.786  -0.155
C 2.907 -0.856 3.673  -0.155
O 2.711 0.417 4.305  -0.182
S 1.153 0.668 4.553  0.598
O 0.816 0.315 5.882  -0.208
O 0.817 1.935 4.014  -0.218
O 0.613 -0.479 3.572  -0.196
H 1.778 -0.430 1.868  0.126
H 1.477 -2.052 2.544  0.136
H 3.838 -0.841 3.114  0.137
H 2.950 -1.628 4.444  0.135


Entry from OMol25: 2 unconnected molecules or ions with the total composition C2H6N2O2 (the ωB97M-V functional and the def2-TZVPD basis).

HOMO level (spin up / spin down) (eV): -8.349 / -8.202
Energy above the lowest of the compared OMol25 structures with the same formula, charge and spin (eV): 7.366
Total charge: 0

Last column: Löwdin charge in e.
CARTESIAN COORDINATES (ANGSTROEM)
C -0.852 -0.198 -1.547  -0.169
C 0.325 0.394 1.737  -0.078
N 1.093 1.892 -1.298  0.123
N 0.139 -0.074 -0.531  -0.122
O 0.713 2.493 -0.402  0.008
O -0.262 0.725 0.501  -0.265
H -1.663 -0.875 -1.221  0.074
H -1.409 0.809 -1.717  0.089
H -0.126 -0.444 -2.455  0.120
H -0.321 0.329 2.513  0.048
H 1.128 1.109 2.044  0.096
H 0.986 -0.428 1.562  0.077


Q: What is the formula in the second record?
A: C6H14NO16PS3